Entry from the Open Molecules 2025 dataset: a structure of composition C27H43Cl2F9HgN3O5Si in a non-equilibrium geometry (wB97M-V/def2-TZVPD).

```
91
Properties=species:S:1:pos:R:3
C 5.572 -0.731 -2.653
C 4.310 0.046 -2.837
H 5.717 -1.553 -3.366
H 5.684 -1.160 -1.663
H 6.376 -0.016 -2.783
C 3.828 0.283 -4.074
C 4.697 0.497 -5.243
H 2.755 0.368 -4.213
H 5.006 -0.443 -5.713
H 5.618 1.027 -4.974
H 4.148 1.077 -5.991
Hg 0.458 -0.244 2.529
Cl 2.525 0.817 2.983
C -0.520 2.934 1.247
O -0.612 1.719 1.091
N -1.403 3.820 0.722
C -2.286 3.459 -0.378
C -1.242 5.202 1.123
H 0.286 3.423 1.840
H -2.474 2.381 -0.360
H -1.842 3.724 -1.353
H -3.233 4.001 -0.255
H -0.923 5.175 2.173
H -2.182 5.758 1.038
H -0.440 5.694 0.547
H -4.092 -3.598 3.851
H -3.523 -3.405 5.820
C -3.325 -3.035 3.316
C -2.471 -3.330 5.584
N -2.343 -2.669 4.317
H -3.747 -2.139 2.849
C -1.298 -1.965 3.949
O -1.280 -1.497 2.764
H -1.963 -2.818 6.387
H -0.450 -1.803 4.628
H -2.858 -3.649 2.538
H -2.095 -4.349 5.549
H 0.614 -2.666 -3.937
H 0.653 -0.055 -5.232
C -0.396 -2.345 -4.242
C -0.401 -0.015 -4.934
N -0.607 -0.955 -3.845
H -1.148 -2.984 -3.760
C -1.535 -0.686 -2.853
O -1.960 -1.517 -2.066
H -0.659 0.998 -4.620
H -1.852 0.379 -2.859
H -0.467 -2.401 -5.338
H -1.009 -0.309 -5.800
O 2.567 -1.208 -2.026
C 3.322 -0.004 -1.689
C 1.339 1.300 -2.371
C 2.449 1.230 -1.543
H 0.991 0.384 -2.852
C 0.679 2.509 -2.571
H 3.857 -0.111 -0.738
C 2.736 2.314 -0.693
H -0.124 2.573 -3.294
C 1.058 3.642 -1.855
C 2.025 3.506 -0.847
H 3.481 2.209 0.099
H 0.573 4.609 -2.050
H 2.234 4.342 -0.182
Si 2.458 -2.653 -1.285
Cl 0.497 -0.770 0.218
C 0.833 -3.685 -1.340
C 3.276 -2.687 0.395
C 3.202 -3.793 -2.557
H -0.077 -3.175 -1.663
H 0.602 -4.183 -0.392
H 0.980 -4.536 -2.027
H 2.828 -3.438 -3.523
H 2.805 -4.782 -2.338
H 4.285 -3.773 -2.632
H 3.806 -1.763 0.656
H 4.003 -3.508 0.344
H 2.617 -2.913 1.245
F -5.097 1.923 2.268
C -4.372 0.764 2.398
F -5.254 -0.284 2.248
F -3.484 0.714 1.367
C -3.676 0.724 3.680
O -2.330 0.953 3.720
C -1.845 2.116 4.349
F -2.513 3.212 3.941
F -1.912 2.026 5.686
F -0.553 2.207 3.982
C -4.400 0.556 4.942
F -4.529 1.728 5.642
F -5.660 0.070 4.729
F -3.759 -0.355 5.750
```

Kohn-Sham gap ... 0.219 hartree
Charge ... -1
HOMO ... -3.6 eV

Table of Löwdin atomic charges, one value per atom, all in e: -0.045, -0.219, 0.087, 0.079, 0.075, -0.109, -0.105, 0.091, 0.075, 0.079, 0.071, 0.687, -0.240, -0.341, -0.123, -0.180, -0.031, -0.063, 0.140, 0.084, 0.073, 0.089, 0.084, 0.089, 0.080, 0.091, 0.086, -0.003, -0.051, -0.167, 0.091, -0.278, -0.175, 0.092, 0.143, 0.107, 0.090, 0.072, 0.084, -0.046, -0.081, -0.197, 0.092, -0.322, 0.005, 0.066, 0.137, 0.083, 0.086, -0.219, -0.267, -0.072, -0.186, 0.081, -0.082, 0.127, -0.024, 0.081, -0.110, -0.100, 0.103, 0.099, 0.098, 0.319, 0.110, -0.200, -0.179, -0.184, -0.010, 0.029, 0.012, 0.030, 0.014, 0.014, 0.018, 0.025, 0.022, 0.076, -0.545, 0.074, 0.113, -0.222, 0.018, -0.636, 0.163, 0.163, 0.096, -0.543, 0.086, 0.101, 0.077

***

Entry from the Open Molecules 2025 dataset: the molecule C3H5NS2 in a non-equilibrium geometry (wB97M-V/def2-TZVPD).

```
11
Properties=species:S:1:pos:R:3
N -3.136 -0.457 -0.055
C -1.888 0.049 0.030
C -0.721 -0.654 -0.036
C 0.555 0.033 0.020
S 0.705 1.669 0.000
S 1.860 -1.129 0.000
H -3.880 0.182 0.159
H -3.289 -1.369 0.310
H -1.756 1.105 -0.120
H -0.666 -1.709 -0.132
H 2.829 -0.222 0.085
```

Kohn-Sham gap ... 0.300 hartree
SMILES ... N/C=C/C(=S)S
HOMO ... -8.3 eV

Table of Löwdin atomic charges, one value per atom, all in e: 0.095, -0.199, -0.255, -1.216, 0.601, 0.769, 0.097, 0.095, 0.072, 0.070, -0.128

***

Entry from the Open Molecules 2025 dataset: a cluster of 2 separate species, C3H8NO3 in total in a non-equilibrium geometry (wB97M-V/def2-TZVPD).

```
15
Properties=species:S:1:pos:R:3
C 0.113 0.539 1.844
N 0.551 0.399 0.568
C -0.071 0.672 -0.714
C 0.727 -0.097 -1.836
O 0.253 0.012 -3.057
O 0.876 0.179 2.738
H -0.874 0.991 1.956
H 1.498 0.046 0.480
H 0.009 1.711 -1.056
H -1.138 0.487 -0.656
H 0.851 -1.136 -1.431
H 1.728 0.426 -1.704
H -2.035 -0.529 0.110
H -2.028 -2.090 0.176
O -2.057 -1.284 0.698
```

Kohn-Sham gap ... 0.244 hartree
Charge ... -1
HOMO ... -2.9 eV

Table of Löwdin atomic charges, one value per atom, all in e: -0.376, 0.004, -0.220, -0.578, -0.334, -0.053, 0.123, 0.127, 0.102, 0.069, 0.081, 0.084, -0.010, 0.041, -0.061

***

Entry from the Open Molecules 2025 dataset: a structure of composition C57H139CrF6N11O25S2 in a non-equilibrium geometry (wB97M-V/def2-TZVPD).

```
241
Properties=species:S:1:pos:R:3
Cr -2.393 -4.334 2.002
C 0.090 -0.891 2.042
F 0.531 0.384 2.161
F 0.595 -1.372 0.950
F 0.580 -1.587 3.062
S -1.882 -0.941 2.063
O -2.192 -1.059 3.438
O -2.194 0.306 1.437
N -2.323 -2.475 1.155
S -3.098 -1.913 -0.189
O -3.616 -3.085 -0.890
O -4.015 -0.824 -0.026
C -1.626 -1.348 -1.413
F -1.240 -0.067 -1.041
F -0.517 -2.112 -1.239
F -2.084 -1.359 -2.707
N -4.839 -2.688 3.463
O -5.613 -2.662 2.495
O -3.874 -3.464 3.395
O -5.050 -2.077 4.510
C -5.904 -5.013 -2.801
C -6.942 -4.727 -1.711
C -7.471 -5.991 -0.998
O -6.416 -3.852 -0.808
H -6.398 -5.375 -3.702
H -5.272 -5.791 -2.374
H -5.247 -4.170 -3.012
H -7.772 -4.189 -2.170
H -8.555 -6.022 -1.108
H -7.412 -6.093 0.086
H -7.065 -6.925 -1.387
H -5.525 -4.063 -0.519
C 5.966 -5.103 0.565
C 5.421 -3.680 0.438
C 3.881 -3.621 0.740
O 3.079 -4.469 -0.159
C 2.696 -3.725 -1.323
N 6.159 -2.771 1.300
H 7.033 -4.918 0.438
H 5.614 -5.831 -0.165
H 5.715 -5.550 1.526
H 5.625 -3.404 -0.597
H 3.758 -2.541 0.667
H 3.785 -3.948 1.775
H 3.564 -3.379 -1.885
H 2.134 -2.851 -0.993
H 2.078 -4.358 -1.959
H 5.801 -1.963 0.811
H 7.128 -2.886 1.042
C 1.657 3.966 1.910
O 2.701 4.311 1.132
C 2.754 5.664 0.787
C 4.014 6.017 -0.047
N 5.362 6.111 0.475
C 6.030 4.870 0.856
C 7.431 4.768 0.287
O 7.845 3.470 -0.006
C 8.811 3.453 -0.911
H 0.763 3.920 1.288
H 1.636 4.586 2.807
H 1.841 2.902 2.060
H 2.710 6.170 1.752
H 1.864 6.048 0.289
H 3.869 7.070 -0.291
H 3.933 5.466 -0.985
H 5.340 6.510 1.403
H 5.520 4.082 0.303
H 6.039 4.680 1.930
H 8.190 5.195 0.943
H 7.585 5.512 -0.494
H 8.975 2.385 -1.056
H 9.609 4.023 -0.434
H 8.821 3.993 -1.858
C -2.649 9.218 -2.289
O -2.822 8.313 -1.204
C -2.376 6.965 -1.471
C -2.930 6.223 -0.271
N -3.037 4.784 -0.563
C -3.373 3.878 0.573
C -3.964 2.516 0.126
O -4.968 2.685 -0.861
C -6.167 3.265 -0.363
H -3.155 8.869 -3.189
H -1.568 9.308 -2.398
H -3.103 10.199 -2.146
H -1.287 7.016 -1.496
H -2.751 6.469 -2.366
H -3.835 6.605 0.201
H -2.238 6.263 0.570
H -3.528 4.679 -1.440
H -4.091 4.320 1.264
H -2.415 3.654 1.042
H -4.354 1.894 0.931
H -3.082 1.963 -0.198
H -6.591 2.654 0.433
H -6.991 3.255 -1.076
H -6.120 4.318 -0.084
C 1.631 -3.425 7.008
O 0.482 -3.290 6.159
C -0.244 -4.462 5.894
C -1.250 -4.466 4.832
N -0.818 -4.109 3.514
C 0.204 -5.095 2.988
C 0.427 -4.885 1.491
O -0.790 -5.293 0.854
C -0.549 -5.849 -0.484
H 2.507 -3.952 6.629
H 1.328 -3.824 7.975
H 1.940 -2.405 7.238
H -0.765 -4.721 6.816
H 0.437 -5.282 5.667
H -1.797 -3.562 5.098
H -1.971 -5.275 4.719
H -0.154 -3.362 3.662
H -0.146 -6.083 3.286
H 1.146 -5.011 3.529
H 1.152 -5.666 1.259
H 0.914 -3.937 1.263
H -1.525 -6.119 -0.889
H 0.202 -6.638 -0.460
H -0.136 -5.051 -1.101
C -6.957 -1.587 -3.754
O -5.758 -0.926 -3.938
C -5.950 0.529 -3.678
C -4.679 1.320 -4.116
N -4.862 2.719 -3.646
C -3.705 3.542 -4.100
C -2.426 3.254 -3.379
O -1.547 2.378 -4.153
C -0.280 2.178 -3.548
H -7.168 -1.772 -2.701
H -7.008 -2.618 -4.106
H -7.799 -1.047 -4.187
H -6.288 0.615 -2.645
H -6.800 0.867 -4.272
H -4.486 1.277 -5.188
H -3.777 0.862 -3.710
H -5.008 2.748 -2.647
H -4.022 4.568 -3.912
H -3.491 3.467 -5.167
H -2.705 2.756 -2.451
H -1.895 4.188 -3.192
H 0.354 1.525 -4.148
H -0.418 1.663 -2.597
H 0.296 3.097 -3.431
C 0.368 -3.902 -4.990
O 0.395 -2.567 -5.402
C -0.904 -2.042 -5.733
C -0.982 -0.523 -5.955
N -0.194 0.191 -7.062
C -0.370 1.609 -7.148
C 0.361 2.205 -8.330
O 1.738 1.897 -8.299
C 2.532 2.554 -9.307
H 1.360 -4.096 -4.581
H 0.106 -4.555 -5.823
H -0.401 -3.943 -4.218
H -1.723 -2.326 -5.073
H -1.067 -2.583 -6.665
H -0.673 -0.162 -4.974
H -2.009 -0.186 -6.095
H 0.775 -0.081 -7.145
H 0.113 2.075 -6.289
H -1.432 1.787 -7.316
H 0.322 3.295 -8.339
H -0.167 1.854 -9.217
H 3.597 2.392 -9.139
H 2.426 3.637 -9.368
H 2.353 2.037 -10.250
C -4.450 1.567 3.685
O -4.638 1.515 5.090
C -6.065 1.220 5.311
C -6.443 0.997 6.792
N -5.928 -0.166 7.353
C -6.374 -0.266 8.766
C -5.765 -1.533 9.475
O -4.366 -1.299 9.391
C -3.644 -2.234 10.141
H -3.385 1.799 3.656
H -4.998 2.335 3.140
H -4.552 0.579 3.236
H -6.211 0.341 4.682
H -6.769 1.847 4.764
H -7.527 0.917 6.701
H -6.263 1.961 7.268
H -4.945 0.052 7.427
H -7.455 -0.260 8.911
H -6.039 0.583 9.361
H -5.970 -2.473 8.963
H -6.097 -1.551 10.513
H -2.597 -2.162 9.846
H -3.874 -3.258 9.848
H -3.818 -2.229 11.217
C 2.150 0.493 -1.066
O 2.484 0.777 -2.417
C 2.241 -0.329 -3.358
C 2.709 -0.135 -4.780
N 4.128 -0.060 -4.716
C 4.767 0.321 -5.990
C 6.257 0.929 -5.792
O 6.303 1.980 -4.869
C 7.473 2.088 -4.098
H 1.081 0.281 -1.086
H 2.256 1.413 -0.490
H 2.651 -0.277 -0.480
H 1.198 -0.632 -3.268
H 2.643 -1.249 -2.935
H 2.106 0.688 -5.164
H 2.335 -1.017 -5.299
H 4.240 0.818 -4.229
H 4.224 1.072 -6.563
H 4.870 -0.533 -6.659
H 6.399 1.288 -6.812
H 6.826 0.078 -5.418
H 7.850 1.176 -3.634
H 7.408 2.840 -3.312
H 8.095 2.524 -4.880
C 5.865 0.497 -0.358
O 5.091 0.086 0.806
C 4.841 1.138 1.864
C 4.195 0.477 3.121
N 5.161 -0.449 3.719
C 4.453 -1.479 4.559
C 5.398 -2.016 5.582
O 4.554 -2.728 6.503
C 5.370 -3.239 7.528
H 6.896 0.656 -0.043
H 5.438 1.406 -0.781
H 5.739 -0.215 -1.174
H 4.176 1.888 1.435
H 5.782 1.671 2.000
H 3.338 -0.112 2.795
H 3.887 1.258 3.816
H 5.670 -0.882 2.961
H 4.125 -2.288 3.906
H 3.596 -1.097 5.114
H 5.962 -1.165 5.965
H 6.205 -2.586 5.121
H 5.721 -2.355 8.061
H 6.292 -3.694 7.167
H 4.754 -3.703 8.299
```

Kohn-Sham gap (alpha / beta) ... 0.182 / 0.268 hartree
Charge ... -1
Multiplicity ... 6
HOMO (alpha / beta) ... -3.1 / -5.5 eV

Löwdin atomic charge list, values in e, 99 entries: 0.516, -0.637, 0.115, 0.137, 0.122, 0.699, -0.251, -0.314, -0.340, 0.609, -0.321, -0.264, -0.501, 0.048, 0.083, 0.101, -0.603, -0.014, -0.155, -0.005, -0.057, -0.521, -0.047, -0.042, 0.074, 0.072, 0.072, 0.119, 0.061, 0.077, 0.061, 0.064, -0.060, -0.463, -0.144, -0.198, -0.094, 0.063, 0.068, 0.075, 0.079, 0.127, 0.105, 0.120, 0.083, 0.066, 0.079, 0.034, 0.074, -0.135, -0.211, -0.213, -0.189, -0.060, -0.190, -0.238, -0.169, -0.194, 0.096, 0.099, 0.079, 0.113, 0.119, 0.108, 0.125, 0.104, 0.113, 0.125, 0.118, 0.120, 0.100, 0.087, 0.085, -0.112, -0.210, -0.186, -0.207, -0.057, -0.165, -0.194, -0.229, -0.086, 0.081, 0.083, 0.080, 0.122, 0.108, 0.115, 0.112, 0.074, 0.102, 0.113, 0.102, 0.099, 0.095, 0.087, 0.085, -0.090, -0.161

***

Entry from the Open Molecules 2025 dataset: a cluster of 7 separate species, C24H50BrFN7O8 in total in a non-equilibrium geometry (wB97M-V/def2-TZVPD).

```
91
Properties=species:S:1:pos:R:3
O 4.869 -2.367 3.099
C 4.303 -1.292 3.002
F 4.820 -0.340 2.238
N 3.199 -0.880 3.683
C 2.028 -0.502 2.839
O 2.194 -0.440 1.622
C 0.883 -0.252 3.586
C -0.342 -0.048 2.712
C -1.612 -0.521 3.450
C -2.330 -1.538 2.593
Br -3.779 -2.404 3.591
H 2.885 -1.620 4.290
H 0.773 -1.111 4.250
H -0.469 1.016 2.563
H -0.268 -0.557 1.755
H -1.359 -0.960 4.401
H -2.294 0.293 3.660
H -2.791 -1.051 1.753
H -1.624 -2.281 2.271
C -5.675 1.517 2.274
O -4.677 1.032 1.783
N -6.789 0.818 2.574
C -7.960 1.447 3.143
C -6.802 -0.612 2.311
H -5.761 2.592 2.505
H -8.188 1.000 4.115
H -8.817 1.304 2.476
H -7.787 2.510 3.277
H -6.010 -1.104 2.878
H -6.623 -0.792 1.250
H -7.766 -1.029 2.594
C -8.797 4.449 1.760
O -7.691 4.696 2.192
N -9.897 5.179 2.016
C -11.194 4.836 1.470
C -9.770 6.348 2.871
H -8.994 3.584 1.103
H -11.570 5.653 0.851
H -11.905 4.648 2.277
H -11.115 3.941 0.857
H -9.063 7.054 2.435
H -9.395 6.055 3.852
H -10.739 6.826 2.980
C 6.836 -3.791 -0.920
O 7.048 -4.128 -2.073
N 7.786 -3.409 -0.055
C 7.475 -3.003 1.306
C 9.165 -3.402 -0.505
H 5.823 -3.770 -0.487
H 7.806 -1.977 1.471
H 7.987 -3.660 2.014
H 6.407 -3.056 1.489
H 9.280 -2.732 -1.358
H 9.463 -4.404 -0.820
H 9.808 -3.070 0.306
C 3.159 -2.468 -5.589
O 2.913 -3.641 -5.810
N 4.064 -2.019 -4.714
C 4.300 -0.603 -4.514
C 4.837 -2.980 -3.935
H 2.632 -1.654 -6.118
H 5.339 -0.361 -4.745
H 4.096 -0.333 -3.476
H 3.650 -0.020 -5.162
H 5.399 -3.633 -4.602
H 4.167 -3.597 -3.339
H 5.525 -2.458 -3.282
C 0.909 -2.182 -10.944
O 0.985 -0.972 -11.032
N 1.257 -2.898 -9.864
C 1.144 -4.342 -9.825
C 1.765 -2.204 -8.691
H 0.538 -2.808 -11.775
H 0.471 -4.645 -9.022
H 2.123 -4.791 -9.650
H 0.752 -4.710 -10.771
H 1.016 -1.499 -8.326
H 2.663 -1.643 -8.954
H 1.998 -2.927 -7.913
C 1.755 4.433 5.717
O 0.818 3.900 6.278
N 2.670 3.810 4.961
C 3.760 4.533 4.346
C 2.577 2.361 4.743
H 1.940 5.521 5.797
H 3.718 4.424 3.260
H 4.718 4.145 4.701
H 3.696 5.592 4.596
H 1.638 2.099 4.267
H 2.621 1.846 5.702
H 3.400 2.032 4.116
```

Kohn-Sham gap ... 0.191 hartree
Charge ... -1
HOMO ... -3.5 eV

Table of Löwdin atomic charges, one value per atom, all in e: 0.071, -0.567, 0.119, 0.144, -0.555, -0.013, -0.153, -0.228, -0.311, -0.588, 0.609, 0.125, 0.070, 0.096, 0.094, 0.077, 0.094, 0.048, 0.058, -0.338, 0.015, -0.191, -0.071, -0.056, 0.132, 0.089, 0.082, 0.058, -0.001, 0.093, 0.082, -0.368, 0.014, -0.197, -0.060, -0.039, 0.134, 0.088, 0.088, 0.082, 0.093, 0.093, 0.083, -0.348, -0.011, -0.195, -0.049, -0.050, 0.143, 0.093, 0.090, 0.057, 0.089, 0.089, 0.082, -0.370, -0.003, -0.188, -0.053, -0.037, 0.121, 0.088, 0.095, 0.081, 0.095, 0.099, 0.070, -0.371, 0.005, -0.197, -0.055, -0.047, 0.128, 0.092, 0.091, 0.078, 0.097, 0.098, 0.057, -0.381, 0.006, -0.195, -0.074, -0.030, 0.123, 0.089, 0.085, 0.074, 0.070, 0.094, 0.079

***

Which formula does entry 5 have? C24H50BrFN7O8